1.
The following is a quantum chemistry calculation of a molecular structure, C12H14BF5N6Sn at a distorted geometry, from the Open Molecules 2025 dataset.

```
39
Properties=species:S:1:pos:R:3:forces:R:3
H -1.12714 2.88168 1.84801 0.07 -0.25 -0.04
N -0.36656 1.61094 0.31425 1.18 1.64 -1.17
B 0.57946 0.70034 -1.89441 -0.73 -0.08 0.93
N 0.34391 1.84730 -0.84723 -0.18 0.14 0.70
C 0.56604 3.16735 -0.95954 -0.17 -0.24 0.28
Sn -0.79821 -0.48033 0.87272 0.91 4.31 1.60
H 1.10899 3.55148 -1.81041 -0.09 0.08 0.08
C -0.00248 3.79727 0.13675 0.01 0.29 0.04
H 0.00167 4.85050 0.35498 0.02 0.04 -0.05
C -0.58406 2.79473 0.91916 0.64 -0.69 -1.37
H 1.06474 1.11464 -2.91061 -0.03 -0.09 0.15
C -2.01161 -2.22414 1.90102 -3.50 -1.30 1.79
H -2.17718 -2.30674 2.98378 0.06 -0.46 0.00
H -1.00948 -2.63929 1.69037 -0.03 0.61 -0.12
H -2.74151 -2.82264 1.34338 0.01 -0.31 0.14
N -0.84598 0.08907 -2.12371 -0.76 -0.50 -0.02
N 1.42470 -0.46178 -1.27164 -0.20 -0.55 0.70
N -1.56327 -0.44843 -1.07982 -0.54 -0.17 -4.05
N 0.97067 -1.17853 -0.17853 1.08 -0.12 -0.87
C -1.58605 0.03142 -3.23755 0.04 -0.07 0.44
C 2.54590 -1.03864 -1.72891 -0.39 0.17 0.25
H -1.18925 0.41357 -4.16645 -0.17 -0.02 0.01
H 3.04794 -0.62654 -2.59617 -0.06 -0.14 0.20
C -2.79833 -0.55769 -2.91324 -0.67 -0.14 -0.63
C 2.83342 -2.12800 -0.92809 0.44 -0.49 0.10
C -2.76929 -0.85321 -1.55735 1.77 0.79 -0.05
C 1.83267 -2.19081 0.04025 -0.27 0.97 -0.82
H -3.61752 -0.75029 -3.58458 0.01 0.02 -0.06
H 3.67051 -2.80126 -1.02410 -0.06 0.08 -0.02
H -3.50703 -1.30861 -0.90800 0.18 0.12 -0.10
H 1.70419 -2.89468 0.85322 -0.06 0.23 -0.07
H -2.31499 -1.01724 1.63661 -0.12 -3.66 1.25
F 0.65863 -1.37681 3.39750 0.01 0.22 -0.01
C 0.43315 -0.14662 2.77390 1.28 0.08 0.58
F -0.35155 0.59117 3.65996 0.39 -0.37 -0.62
C 1.80399 0.53845 2.74946 0.27 0.21 0.62
F 2.35061 0.57558 3.99020 0.12 0.12 -0.45
F 2.68342 -0.12516 1.94771 -0.54 0.40 0.44
F 1.73688 1.82193 2.30710 0.06 -0.86 0.23
```
Forces are in eV/Å.

## Properties
largest force on an atom: 4.69 eV/A
Kohn-Sham gap (alpha / beta): 5.3 / 5.3 eV

2.
The following is a quantum chemistry calculation of CH6N4O in the gas phase at a distorted geometry, from the Open Molecules 2025 dataset.

```
12
Properties=species:S:1:pos:R:3:forces:R:3
H 2.60777 0.65521 1.12845 -1.85 -0.63 -1.09
N 1.54244 0.58811 1.00554 0.53 0.93 0.29
N 1.13671 0.18382 -0.11694 1.21 -1.53 0.80
O 1.85226 -0.32441 -1.00045 -0.94 0.74 -0.09
C -0.51783 0.14797 -0.26815 0.01 2.23 -0.89
N -0.98752 -0.77868 -1.22080 1.37 4.18 1.06
N -1.08138 -0.00871 1.04588 1.12 -2.74 -1.17
H -0.70084 1.24265 -0.63735 0.50 -1.92 0.49
H -0.73322 -0.72270 -2.15847 0.62 0.10 -1.34
H -1.30025 -1.57853 -0.86360 -1.31 -3.92 1.48
H -1.42172 0.83364 1.32539 -1.40 2.80 0.91
H -0.39642 -0.23838 1.76049 0.15 -0.24 -0.46
```
Forces are in eV/Å.

## Properties
SMILES: [H]/N=[N+](\[O-])C(N)N
largest force on an atom: 4.52 eV/A
ΔE to the lowest compared entry with this formula, charge and spin: 368.8 kJ/mol
Kohn-Sham gap: 10.6 eV

3.
The following is a quantum chemistry calculation of 2 unconnected molecules or ions with the total composition CH2N2P2 at a distorted geometry, from the Open Molecules 2025 dataset.

```
7
Properties=species:S:1:pos:R:3:forces:R:3
C -0.11603 2.67352 -1.64514 0.25 -0.63 0.36
N 0.02013 3.75011 -2.07394 -0.15 -0.81 0.31
N -0.07084 -0.95441 0.86620 -0.61 0.54 0.05
P -0.08734 -1.34943 2.39167 0.43 -0.84 -0.97
P -0.38617 -0.27000 -0.56941 1.48 -0.93 -0.36
H -0.19727 -2.82198 2.14950 -0.24 1.09 0.34
H 0.83753 -1.02781 -1.11888 -1.16 1.58 0.27
```
Forces are in eV/Å.

## Properties
largest force on an atom: 1.98 eV/A
ΔE to the lowest compared entry with this formula, charge and spin: 506.0 kJ/mol
Kohn-Sham gap (alpha / beta): 5.9 / 5.8 eV

4.
The following is a quantum chemistry calculation of 2 unconnected molecules or ions with the total composition CH6S2 at a distorted geometry, from the Open Molecules 2025 dataset.

```
9
Properties=species:S:1:pos:R:3:forces:R:3
C -1.29646 -0.63589 -0.35414 0.84 1.51 0.58
S -0.18823 -0.52344 -1.76317 -0.47 -0.10 -1.32
H -0.76075 -1.36002 0.24776 -0.58 -0.05 0.54
H -1.11277 0.37507 0.01784 -0.24 -0.41 0.91
H -2.38158 -0.70693 -0.35849 0.09 -0.76 -0.86
H -0.60128 0.69359 -2.17382 0.16 -0.26 -0.06
S 0.81481 0.66704 1.76004 0.29 0.02 0.28
H 0.60147 1.91151 1.29186 0.24 -0.14 0.17
H 1.93549 0.96245 2.45663 -0.32 0.19 -0.24
```
Forces are in eV/Å.

## Properties
SMILES: CS.S
largest force on an atom: 1.82 eV/A
ΔE to the lowest compared entry with this formula, charge and spin: 65.9 kJ/mol
Kohn-Sham gap: 9.6 eV

5.
The following is a quantum chemistry calculation of a gas-phase ion, C6H10N (charge +1) at a distorted geometry, from the Open Molecules 2025 dataset.

```
17
Properties=species:S:1:pos:R:3:forces:R:3
C 2.46144 -0.72723 -0.81306 0.38 -0.14 1.27
C 1.53225 0.34353 -0.49093 -0.51 -1.40 -1.03
C 1.05759 1.54361 -0.44862 0.59 0.70 0.76
N 0.14752 0.43684 -0.19616 -1.54 1.60 1.04
C -1.00258 0.10391 0.30962 2.50 -0.39 -1.25
C -1.96813 1.10231 0.72536 1.50 1.86 2.09
C -1.24689 -1.38536 0.31704 0.05 0.88 2.20
H 2.85996 -0.59080 -1.77212 0.65 0.29 -1.40
H 2.21513 -1.76586 -0.67922 -1.23 -0.16 -0.10
H 3.24080 -0.65205 -0.09321 1.22 0.40 0.45
H 1.26922 2.62737 -0.35407 -0.74 -0.95 -0.20
H -2.59011 0.57802 1.40036 -0.83 0.07 1.18
H -2.57086 1.40339 -0.03349 -2.02 0.41 -2.76
H -1.63404 2.15889 1.08431 0.10 -2.22 -0.07
H -2.26024 -1.65949 0.63013 0.26 0.10 -0.42
H -0.54498 -1.82374 1.05588 -0.37 0.04 -0.37
H -0.96609 -1.69335 -0.64183 0.00 -1.08 -1.39
```
Forces are in eV/Å.

## Properties
SMILES: CC1=C[N+]1=C(C)C
charge: +1
largest force on an atom: 3.44 eV/A
ΔE to the lowest compared entry with this formula, charge and spin: 245.1 kJ/mol
Kohn-Sham gap: 10.4 eV

6.
The following is a quantum chemistry calculation of a molecular structure, C3H7FO2Pd at a distorted geometry, from the Open Molecules 2025 dataset.

```
14
Properties=species:S:1:pos:R:3:forces:R:3
Pd 1.48206 0.70275 -0.14346 -1.68 1.94 4.21
F 2.72125 -0.20793 -0.77721 10.37 -7.94 -4.73
O 0.35534 1.93710 -0.19900 -6.32 5.82 0.51
C -0.97683 1.54813 -0.14694 -1.85 0.12 -0.49
C -1.22032 0.13777 0.39291 -0.32 0.37 0.97
O -0.65078 -0.89769 -0.37374 0.23 0.18 1.94
C 0.62223 -1.40068 0.09783 1.76 -3.49 -3.19
H -1.44509 1.59649 -1.15290 0.35 0.14 0.28
H -1.56492 2.22794 0.50598 0.38 -0.11 -0.25
H -2.30681 -0.04535 0.40970 0.27 0.20 -0.01
H -0.84371 0.08748 1.43475 -0.26 -0.03 -0.37
H 1.22163 -1.98424 0.83577 -1.91 1.93 2.76
H 2.19857 -1.27503 -0.62558 -1.84 0.92 -0.03
H 0.40736 -2.42674 -0.25810 0.81 -0.05 -1.59
```
Forces are in eV/Å.

## Properties
spin multiplicity: 3
largest force on an atom: 13.90 eV/A
ΔE to the lowest compared entry with this formula, charge and spin: 121.3 kJ/mol
Kohn-Sham gap (alpha / beta): 8.3 / 7.7 eV